Entry 1:
38
Properties=species:S:1:pos:R:3:lowdin_charge:R:1 method="wB97M-V/def2-TZVPD" gap_ev="6.5 / 5.9" total_energy_ha=-2031.146815 total_charge=+2 homo_ev="-15.7 / -15.8" de_lowest_ev=0.899
I -0.796 -3.921 -1.872 0.30
I 0.779 -2.386 1.904 0.63
Tl -0.259 -1.168 -0.873 0.24
P 2.477 -0.555 -0.600 0.70
C 3.614 -0.184 0.778 -0.24
C 3.199 -2.126 -1.208 -0.26
H 4.240 -1.966 -1.512 0.07
H 4.148 0.306 -2.140 0.07
H 2.606 -2.459 -2.071 0.04
H 2.474 0.526 -2.747 0.06
H 3.494 -0.935 1.566 0.02
H 3.152 -2.850 -0.385 0.04
C 3.125 0.591 -1.863 -0.24
H 4.655 -0.187 0.422 0.08
H 3.121 1.607 -1.445 0.06
H 3.368 0.813 1.164 0.06
P -2.568 -0.552 0.609 0.74
C -2.962 -0.164 2.346 -0.23
C -3.650 0.635 -0.262 -0.24
H -3.410 -2.424 -0.662 0.01
H -4.596 -1.911 0.590 0.07
H -3.137 -2.830 1.084 0.06
C -3.535 -2.088 0.378 -0.27
H -3.408 0.595 -1.333 0.05
H -4.704 0.366 -0.120 0.07
H -4.049 -0.187 2.516 0.08
H -2.582 0.840 2.576 0.06
H -3.460 1.638 0.147 0.06
H -2.484 -0.908 2.995 0.05
C 0.613 0.028 2.803 -0.26
O 0.730 0.832 3.602 0.13
C 0.128 3.659 -0.629 0.02
O 0.347 2.252 -0.322 -0.10
C -0.174 1.390 -1.186 -0.45
O -0.758 1.733 -2.195 0.13
H -0.933 3.872 -0.797 0.11
H 0.703 3.951 -1.514 0.12
H 0.494 4.165 0.257 0.11



Entry 2:
40
Properties=species:S:1:pos:R:3:lowdin_charge:R:1 method="wB97M-V/def2-TZVPD" gap_ev=9.0 total_energy_ha=-1207.579023 smiles="N[C@H]1C[C@@H](CCCI)NC1=O.NC(N)=O.NC(N)=O" homo_ev=-8.5
N 2.203 2.951 -0.053 0.06
C 1.675 2.266 -1.249 -0.29
C 1.739 0.738 -1.244 -0.09
C 0.551 0.272 -0.375 -0.28
C 0.805 -0.286 1.035 -0.17
C 2.012 0.205 1.861 -0.30
C 1.627 0.620 3.272 -0.62
I 0.356 2.350 3.341 0.77
N -0.349 1.446 -0.470 0.11
C 0.162 2.441 -1.276 -0.47
O -0.493 3.294 -1.836 0.06
H 1.907 3.923 -0.092 0.08
H 1.751 2.583 0.777 -0.02
H 2.190 2.707 -2.101 0.14
H 2.704 0.254 -1.092 0.13
H 1.434 0.455 -2.257 0.09
H 0.062 -0.550 -0.907 0.12
H 0.914 -1.366 0.897 0.12
H -0.100 -0.161 1.635 0.05
H 2.590 0.985 1.364 0.08
H 2.711 -0.630 1.999 0.11
H 1.052 -0.163 3.767 0.04
H 2.496 0.881 3.876 0.04
H -1.336 1.276 -0.597 0.14
N -3.630 -0.176 2.588 0.16
C -2.885 -1.237 3.023 -0.67
N -3.553 -2.153 3.787 0.15
O -1.702 -1.353 2.751 0.02
H -4.598 -0.051 2.810 0.09
H -3.151 0.533 2.064 0.10
H -3.029 -2.938 4.123 0.10
H -4.522 -2.072 4.027 0.09
N 0.013 -3.285 -4.363 0.15
C 0.091 -1.960 -4.039 -0.66
N -0.651 -1.117 -4.818 0.16
O 0.776 -1.556 -3.114 0.03
H -0.541 -3.639 -5.119 0.09
H 0.549 -3.924 -3.806 0.10
H -0.611 -0.137 -4.604 0.11
H -1.218 -1.427 -5.583 0.09



Entry 3:
40
Properties=species:S:1:pos:R:3:lowdin_charge:R:1 method="wB97M-V/def2-TZVPD" spin_multiplicity=2 gap_ev="6.5 / 5.3" total_energy_ha=-9491.393045 total_charge=+1 s2=0.76 homo_ev="-10.3 / -10.2" de_lowest_ev=0.935
Ir -1.034 -0.932 0.265 0.34
C 1.870 0.547 1.387 -0.44
C 2.193 -0.148 0.087 -0.48
S 1.318 -1.690 -0.255 0.88
C 1.753 -2.743 1.162 -0.46
C 0.539 -3.407 1.763 -0.50
S -0.790 -2.313 2.324 0.84
C 0.044 -1.216 3.518 -0.45
C -0.244 0.241 3.258 -0.49
S 0.088 0.871 1.598 0.87
H 2.349 1.526 1.380 0.10
H 2.224 0.001 2.260 0.08
H 3.263 -0.352 0.024 0.10
H 1.911 0.478 -0.758 0.05
H 2.317 -2.153 1.882 0.07
H 2.413 -3.520 0.775 0.10
H 0.831 -4.036 2.604 0.10
H 0.036 -4.033 1.024 0.07
H 1.107 -1.452 3.508 0.08
H -0.353 -1.470 4.500 0.10
H 0.308 0.866 3.962 0.10
H -1.310 0.441 3.378 0.08
Se -3.319 0.021 0.907 0.04
Se -4.470 -0.008 -1.070 -0.01
Te -3.066 -1.345 -2.655 0.67
Se -1.907 -2.901 -1.205 0.00
C 0.160 1.211 -3.876 -0.16
Si -0.678 1.553 -2.228 0.21
C 0.442 2.736 -1.277 -0.17
C -2.250 2.500 -2.644 -0.18
O -1.077 0.182 -1.448 -0.77
H 0.420 2.162 -4.346 0.04
H -0.493 0.658 -4.553 0.03
H 1.083 0.639 -3.752 0.03
H 0.510 3.661 -1.852 0.05
H 1.462 2.358 -1.164 0.01
H 0.057 2.987 -0.286 0.01
H -2.016 3.378 -3.250 0.04
H -2.755 2.831 -1.734 0.03
H -2.939 1.875 -3.214 0.00



Entry 4:
34
Properties=species:S:1:pos:R:3:lowdin_charge:R:1 method="wB97M-V/def2-TZVPD" gap_ev=9.4 total_energy_ha=-574.191990 smiles=C[N@H+]1CCN[C@@]2(C)NCCN[C@]12C total_charge=+1 homo_ev=-12.0 de_lowest_ev=2.895
C 1.670 -1.630 -1.637 0.06
N 0.633 -0.527 -1.358 -0.10
C -0.484 -0.592 -2.239 -0.14
C -1.484 0.545 -1.992 -0.17
N -1.761 0.888 -0.598 0.00
C -0.562 0.797 0.355 -0.41
C 0.221 2.196 0.027 0.03
N -1.009 0.686 1.714 -0.01
C -0.086 1.006 2.796 -0.13
C 1.118 0.016 2.470 -0.24
N 1.607 -0.276 1.173 0.03
C 0.201 -0.531 0.114 -0.23
C -0.591 -1.844 0.450 0.01
H 2.349 -1.668 -0.763 0.12
H 1.119 -2.501 -1.801 0.08
H 2.205 -1.415 -2.497 0.08
H 1.226 0.318 -1.471 0.17
H -0.959 -1.560 -1.998 0.13
H -0.183 -0.712 -3.332 0.17
H -1.199 1.477 -2.527 0.13
H -2.422 0.159 -2.418 0.14
H -2.663 0.527 -0.180 0.15
H 0.832 2.755 0.686 0.07
H -0.485 2.911 -0.233 0.07
H 0.800 2.083 -0.811 0.03
H -1.952 0.841 1.644 0.09
H -0.457 0.751 3.805 0.13
H 0.163 2.076 2.781 0.10
H 2.055 0.270 3.041 0.14
H 0.718 -1.001 2.774 0.13
H 2.020 0.544 0.661 0.10
H -1.040 -1.986 1.463 0.11
H -0.066 -2.697 0.007 0.08
H -1.536 -1.904 -0.108 0.08



Entry 5:
32
Properties=species:S:1:pos:R:3:lowdin_charge:R:1 method="wB97M-V/def2-TZVPD" gap_ev=9.1 total_energy_ha=-751.223259 total_charge=+1 homo_ev=-12.5 de_lowest_ev=3.171
C -0.692 0.808 0.652 -0.12
C -1.295 -0.484 0.156 -0.39
C 0.568 1.196 -0.239 -0.38
C -0.296 -1.533 -0.098 -0.12
C 1.494 -0.018 -0.179 -0.46
C 1.195 2.420 0.407 -0.06
C 0.112 -2.557 0.932 -0.12
C -3.339 0.667 -1.034 -0.09
C -2.064 -0.225 -1.178 -0.19
N 2.235 -0.162 1.191 0.18
P 2.611 -0.227 -1.689 0.89
H -1.502 1.610 0.513 0.14
H -0.400 0.815 1.690 0.11
H -2.060 -0.897 0.835 0.16
H 0.296 1.533 -1.206 0.11
H -0.194 -2.004 -1.190 0.16
H 1.660 2.261 1.368 0.07
H 0.521 3.182 0.398 0.07
H 2.008 2.831 -0.112 0.08
H 0.015 -2.160 1.984 0.09
H 1.002 -3.223 0.638 0.11
H -0.704 -3.377 1.098 0.13
H -4.232 0.197 -0.574 0.09
H -3.666 0.882 -2.038 0.07
H -3.250 1.555 -0.511 0.03
H -1.292 0.366 -1.900 0.15
H -2.323 -1.316 -1.556 0.15
H 2.026 0.761 1.783 0.19
H 3.207 -0.364 1.021 0.13
H 1.747 -0.959 1.527 0.08
H 2.831 -1.629 -1.538 -0.09
H 3.779 0.053 -1.150 -0.17



Entry 6:
35
Properties=species:S:1:pos:R:3:lowdin_charge:R:1 method="wB97M-V/def2-TZVPD" gap_ev=9.6 total_energy_ha=-1966.741868 smiles="CSP(=O)(SC(C)(C)C)SC(C)(C)C" homo_ev=-9.2 de_lowest_ev=0.000
C 3.480 -0.268 2.081 -0.45
S 2.124 -1.483 2.147 0.58
P 0.711 -0.370 1.026 -0.06
O 1.503 0.411 0.058 -0.47
S -0.307 0.902 2.350 0.73
C -1.356 2.035 1.379 -0.90
C -1.969 1.343 0.167 -0.15
C -0.451 3.186 0.898 -0.12
C -2.459 2.616 2.243 -0.12
S -0.673 -1.654 -0.049 0.74
C 0.093 -2.062 -1.643 -0.91
C -0.749 -3.229 -2.191 -0.13
C -0.076 -0.905 -2.582 -0.12
C 1.535 -2.502 -1.529 -0.11
H 3.895 -0.164 1.089 0.03
H 3.117 0.702 2.362 0.02
H 4.306 -0.539 2.765 0.05
H -2.604 2.028 -0.439 0.10
H -1.165 1.018 -0.512 0.03
H -2.505 0.431 0.430 0.06
H 0.347 2.828 0.261 0.06
H 0.005 3.707 1.750 0.08
H -1.011 3.943 0.337 0.09
H -2.965 3.452 1.706 0.10
H -3.181 1.846 2.495 0.08
H -2.064 3.072 3.164 0.08
H -1.791 -2.959 -2.304 0.07
H -0.412 -3.615 -3.144 0.09
H -0.687 -4.043 -1.457 0.08
H 0.470 -0.054 -2.243 0.06
H 0.227 -1.200 -3.590 0.10
H -1.109 -0.637 -2.625 0.07
H 1.663 -3.129 -0.623 0.08
H 1.854 -3.058 -2.419 0.09
H 2.204 -1.651 -1.358 0.07